Formula: C4H7IO2
Source: the Open Molecules 2025 dataset
Level of theory: ωB97M-V with the def2-TZVPD basis set

Element x y z (Å)
C1 -0.3765 -0.5550 1.1591
C2 -0.0243 0.2658 -1.0409
C3 0.4381 0.5591 0.3558
C4 -1.4356 -0.7967 0.0441
O1 1.8769 0.3912 0.5980
O2 -1.6254 -2.0724 -0.3246
I1 -3.3150 0.2889 -0.0358
H1 0.1896 -1.3844 1.5626
H2 -0.8327 0.1033 1.9066
H3 -0.4195 1.0677 -1.5163
H4 0.5606 -0.3924 -1.5834
H5 0.1172 1.5069 0.6969
H6 2.3195 1.1548 0.3096
H7 -2.3652 -2.2003 -0.8415

Forces on the atoms, in the same order (eV/Å):
C -0.64 3.10 -0.73
C -2.59 -2.20 3.95
C 1.53 -3.00 0.69
C 2.87 1.79 -2.36
O -2.10 -1.38 0.44
O 2.66 -0.40 2.19
I 0.43 -0.03 0.39
H -0.14 -0.23 -0.18
H -0.11 -1.07 0.72
H -1.15 2.23 -1.87
H 1.00 -1.37 -1.04
H -0.22 1.16 0.31
H 0.90 1.63 -0.63
H -2.47 -0.23 -1.88

HOMO = -0.30486 Eh
F_max = 5.21 eV/Å
Energy relative to the best compared isomer or geometry (same formula, charge and spin) = 259.9 kJ/mol
LUMO = 0.0091 hartree
Total charge = 0

Here are the Mulliken charges for atoms 1 to 5, given in e: C -0.8750; C -1.0991; C 0.4317; C 0.2067; O -0.5653

=====

Formula: C4H7KO2
Source: the Open Molecules 2025 dataset
Level of theory: ωB97M-V with the def2-TZVPD basis set

Element x y z (Å)
O1 -1.1622 1.3403 -1.0154
C1 -2.3300 0.6406 -1.1083
C2 -2.4893 -0.5400 -0.5090
H1 -1.6434 -1.0838 -0.0768
H2 -3.1411 1.1605 -1.6227
H3 -3.4640 -1.0245 -0.5533
K1 0.2273 1.1720 1.0828
C3 2.8123 -0.0067 1.0406
C4 2.1302 -1.1841 0.8929
O2 2.5219 1.0761 0.3671
H4 3.7241 -0.0366 1.6749
H5 1.4023 -1.3478 0.0881
H6 2.3576 -2.0256 1.5500
H7 -0.9459 1.8595 -1.8109

Forces on the atoms, in the same order (eV/Å):
O 0.53 0.40 -0.64
C -0.68 -0.44 0.18
C 0.14 0.24 -0.50
H -0.35 0.25 -0.03
H 0.15 -0.19 0.10
H 0.34 0.14 0.08
K 0.15 -0.09 0.45
C -0.27 0.35 -1.67
C -0.14 -0.37 0.68
O 0.74 -0.55 0.89
H -0.46 0.31 0.12
H 0.20 0.20 0.29
H 0.03 0.12 -0.35
H -0.37 -0.39 0.38

HOMO = -0.24264 Eh
F_max = 1.73 eV/Å
Energy relative to the best compared isomer or geometry (same formula, charge and spin) = 0.0 kJ/mol
LUMO = -0.0108 hartree
Total charge = 0

Here are the Mulliken charges for atoms 1 to 5, given in e: O -0.4577; C 0.2366; C -0.7647; H 0.2167; H 0.2866

=====

Formula: C4H7LuO2
Source: the Open Molecules 2025 dataset
Level of theory: ωB97M-V with the def2-TZVPD basis set

Element x y z (Å)
O1 2.1100 0.3682 1.4809
C1 1.0576 0.8628 1.0330
C2 -0.1172 0.0809 0.7259
H1 -1.0394 0.6373 0.9426
H2 1.0727 1.9213 0.7138
H3 -0.1101 -0.8775 1.2585
Lu1 4.4728 0.8236 1.6741
C3 -1.2769 -1.0581 -1.3309
C4 -0.1545 -0.1657 -0.8932
O2 -2.5362 -0.6487 -0.7277
H4 -1.0756 -2.0659 -0.9134
H5 -0.1806 0.8438 -1.3329
H6 0.7929 -0.5927 -1.2582
H7 -3.0155 -0.1294 -1.3726

Forces on the atoms, in the same order (eV/Å):
O 0.42 0.56 -0.02
C 1.25 0.08 -0.52
C -1.08 -1.01 -0.92
H 0.24 -0.15 0.01
H -0.09 -0.16 0.27
H 0.01 0.22 -0.15
Lu -1.09 -0.22 -0.03
C -1.30 0.12 3.99
C 0.98 1.18 -0.24
O 1.79 -0.83 -1.49
H -0.30 0.10 -1.11
H -0.30 -0.24 -0.02
H -0.20 -0.05 0.40
H -0.32 0.40 -0.17

HOMO (alpha / beta) = -0.42554 / -0.42560 Eh
F_max = 4.20 eV/Å
Energy relative to the best compared isomer or geometry (same formula, charge and spin) = 56.9 kJ/mol
LUMO (alpha / beta) = -0.1600 / -0.1691 hartree
Expectation value of S² = 0.754
Spin multiplicity = 2
Total charge = +1

Here are the Mulliken charges for atoms 1 to 5, given in e: O -0.2964; C 0.1156; C -0.4704; H 0.2959; H 0.3722